40
Properties=species:S:1:pos:R:3 method="wB97M-V/def2-TZVPD" gap_ev="7.0 / 8.3" fmax_ev_per_a=0.2 lumo_ha="-0.3007 / -0.2589" multiplicity=3 relative_energy_ev=0.000 charge=+2 energy_ha=-2465.695043 e_homo_ev="-15.2192 / -15.3015"
V -0.66470 -0.23783 1.18762
C 0.85569 2.36745 1.73369
N 1.01457 0.89498 1.77762
C 1.43205 0.49317 3.14749
C 2.01452 0.46361 0.75892
C 2.02627 -1.05168 0.65181
N 0.64309 -1.49278 0.82146
C 0.36282 -2.84871 1.03964
C -0.81371 -3.11195 1.73407
F -1.53232 -1.96783 2.11571
C -1.26606 -4.36343 2.06173
F -2.39234 -4.50853 2.73624
C -0.50011 -5.45404 1.67513
C 0.67246 -5.23299 0.98179
F 1.41129 -6.25517 0.59385
C 1.11464 -3.95133 0.65394
F 2.23710 -3.79955 -0.03939
H 1.78688 2.85052 2.03772
H 0.07023 2.67326 2.42409
H 0.60826 2.68355 0.72355
H 2.38818 0.95831 3.39536
H 1.53097 -0.58877 3.20994
H 0.68398 0.83141 3.86380
H 3.00446 0.85059 1.01245
H 1.71114 0.91254 -0.18921
H 2.64611 -1.50959 1.42711
H 2.44192 -1.36062 -0.30747
H -0.81198 -6.46161 1.91587
S -1.73583 1.42206 -0.09370
C -2.76720 0.72508 -1.31542
N -2.38233 -0.10540 -2.27145
C -3.46362 -0.33370 -3.25331
C -4.66349 0.38555 -2.59831
N -4.03864 1.03493 -1.43186
H -1.41172 -0.28393 -2.46932
H -3.63693 -1.39872 -3.38037
H -3.18853 0.10382 -4.21083
H -5.43268 -0.30903 -2.26771
H -5.11050 1.13358 -3.24806
H -4.52058 1.63677 -0.78272

---

46
Properties=species:S:1:pos:R:3 method="wB97M-V/def2-TZVPD" gap_ev=7.6 fmax_ev_per_a=3.4 lumo_ha=-0.1348 charge=+1 energy_ha=-2188.068725 e_homo_ev=-11.2949
C -3.49913 -1.13790 -1.09465
N -2.33891 -1.83028 -1.70860
C -2.43089 -2.44652 -2.83423
F -3.47415 -2.56871 -3.55280
N -1.24584 -2.97602 -3.15896
C -0.38428 -2.65087 -2.14547
O 0.89253 -3.05244 -2.13798
C -1.03033 -1.93839 -1.21300
S -0.49107 -1.27395 0.34198
O -0.35642 -2.37820 1.22943
O -1.43115 -0.32856 0.84116
C 1.22250 -0.55257 0.20462
F 1.55397 -0.21408 1.42802
F 2.03571 -1.52763 -0.18411
C 1.38315 0.67482 -0.74416
F 2.54065 1.24442 -0.40844
F 1.52393 0.23357 -2.00335
C 0.30232 1.77951 -0.63263
F 0.07935 2.12651 0.61033
F -0.81370 1.45045 -1.27540
F 0.79293 2.85315 -1.26000
H -3.56577 -1.33057 -0.03052
H -3.33578 -0.06879 -1.23977
H -4.41061 -1.37449 -1.63191
H -1.04410 -3.51240 -3.99306
H 1.39431 -2.38756 -2.63845
C -2.15476 4.25250 0.50019
C -3.41407 4.58015 -0.26630
O -4.40092 3.88668 -0.17632
C -3.38459 5.80436 -1.14698
H -2.31628 3.35206 1.08991
H -1.33606 4.07912 -0.19726
H -1.89826 5.07237 1.17228
H -2.61145 5.69783 -1.90993
H -3.18528 6.69249 -0.54570
H -4.34902 5.92014 -1.63645
C 4.91002 -2.52357 4.46978
C 5.07329 -2.74685 2.98646
O 6.14679 -3.00288 2.49746
C 3.83045 -2.63614 2.13260
H 5.87540 -2.63233 4.95856
H 4.53073 -1.51758 4.65746
H 4.21913 -3.25907 4.88504
H 3.40978 -1.63597 2.22216
H 3.09312 -3.37710 2.44689
H 4.09276 -2.81871 1.09206